ORCA calculation (ωB97M-V/def2-TZVPD) on a 10-piece molecular cluster, C67H163F4N6O13P3S4 overall in a non-equilibrium geometry.

Geometry (Å):
P 12.1869 -3.3979 29.6899
C 20.4007 -2.2914 21.7931
H 11.7812 -2.8455 27.3493
H 12.6499 -15.0277 27.1435
H 11.2943 -1.2233 30.2791
C 13.4979 -0.9460 26.5891
H 14.9398 -7.6142 18.3633
H 22.1661 -10.4097 17.4499
O 8.0591 -4.6818 29.2226
H 22.0069 -4.4701 26.6397
H 14.3219 -8.5511 20.4470
N 9.2170 -3.5599 27.2848
H 16.8565 -5.4128 25.0989
H 22.8112 -6.3479 27.9475
H 9.3264 -4.4442 19.8533
C 6.4227 -7.6517 29.0228
H 13.2555 -6.1865 29.1930
F 7.2963 -2.5335 28.2353
H 19.0585 -2.7820 23.3368
H 10.0715 -7.8799 20.5356
H 10.5565 -11.3068 21.6283
H 15.9153 -7.8290 20.6218
H 19.1714 -10.1401 17.6388
C 14.9572 -6.3362 14.5430
H 20.1462 -10.0332 16.1951
C 19.3658 -7.3691 16.7417
H 14.9885 -9.1986 18.1121
H 15.4160 -11.3864 25.0671
C 24.0067 -7.3113 26.3033
H 9.6841 -16.1505 19.0974
H 10.4435 -5.5928 22.9405
H 12.8919 -4.6092 32.2195
H 6.2241 -8.3333 29.8552
C 15.6106 -12.2376 25.7303
H 16.1552 -4.6956 13.8967
H 16.5034 -3.1837 28.0633
H 16.4343 -3.7282 18.1458
O 12.0720 -8.4100 19.3508
H 10.3911 -0.9932 33.1228
C 13.7962 -4.6294 31.6037
N 11.4716 -6.1467 18.2451
H 14.1848 -5.7855 15.0718
C 13.3882 -12.9367 25.6431
H 12.9601 -8.8797 23.0090
H 18.4594 -3.2573 25.6195
H 13.6627 -5.5875 31.0975
H 11.3547 -6.2953 21.6044
C 9.1651 -15.3126 18.6382
H 21.2275 -3.4742 23.9106
C 12.1071 -9.5355 22.8096
C 6.9154 -7.9213 25.0673
C 9.2898 -6.0172 21.2103
O 6.7547 -4.4774 27.1221
H 20.6592 -3.4177 20.0362
C 20.6316 -4.2467 23.4131
C 12.2413 -6.0923 28.7981
H 9.9413 -7.8453 24.1040
H 7.6814 -7.8034 24.3012
H 16.8838 -10.1808 20.6046
H 15.7656 -3.3462 21.1080
H 12.2054 -12.0477 27.1569
C 15.3694 -8.6663 20.1727
C 15.7543 -2.9991 20.0715
H 14.4345 -1.8979 28.2879
H 13.2323 -8.7750 29.2762
C 14.8247 -6.2190 23.2305
P 19.8771 -5.1956 24.7728
C 7.2307 -8.7932 26.2544
H 17.1085 -2.1742 29.2933
C 9.2283 -7.5229 21.1337
H 8.1663 -11.6913 20.4828
C 19.6722 -3.3224 22.6110
H 7.0884 -10.7108 25.2367
H 11.9713 -9.9602 24.8178
C 22.3828 -5.3397 26.0915
H 7.4503 -12.2152 22.5000
H 12.4565 -10.5381 22.5575
H 13.8493 -1.2803 24.5057
C 10.5855 -5.5474 21.8527
C 9.6720 -1.5881 32.5574
H 15.9660 -13.0349 25.0659
H 10.7284 -7.4907 28.2494
H 13.0748 -2.6197 25.2179
H 10.7113 -8.1874 25.6681
C 15.5688 -8.4538 18.6705
H 24.3659 -6.9609 25.3325
C 10.3296 -12.0807 20.8928
H 12.7868 -4.6059 22.3829
H 20.1467 -3.2845 25.9783
H 14.7747 -2.8375 19.6225
O 14.4405 -12.5007 26.4745
H 10.0946 -2.3940 29.8003
O 5.6191 -7.9559 27.8837
H 17.1383 -9.1492 17.2414
H 18.5443 -6.9687 24.8968
H 14.6339 -3.4074 30.0015
H 23.2855 -8.0867 26.0183
H 24.7977 -7.8346 26.8319
C 21.3122 -2.8771 20.7326
H 18.1445 -5.0819 27.3387
C 19.2571 -3.9294 25.9386
H 8.7247 -14.5831 21.1316
H 10.8885 -12.9832 21.1482
H 22.1006 -3.5322 21.0935
H 14.3373 -6.2099 24.2099
F 12.4028 -4.0155 18.7845
H 21.4165 -10.3268 19.0024
C 18.9968 -4.3976 27.3833
C 16.7321 -3.7443 19.1988
H 10.7490 -13.5528 25.1082
H 18.9948 -6.5093 23.1477
C 12.5663 -8.5683 28.4336
H 12.5995 -0.3835 26.3347
H 9.5300 -15.1328 17.6272
H 12.2968 -5.7876 27.7577
H 14.8080 -2.3246 25.6680
H 14.4744 -7.1662 14.0143
H 9.6023 0.2117 31.4361
C 15.0512 -4.7211 32.4627
C 21.2225 -10.6106 17.9652
C 15.8068 -10.0352 20.6952
H 18.6744 -6.5055 19.7351
H 15.2348 -5.6802 32.9389
H 19.0693 -3.9282 21.9222
H 16.0539 -1.9542 20.2278
H 11.3929 -2.8159 32.4506
H 19.2184 -7.7292 15.7249
H 22.9116 -4.8830 25.2508
H 21.0479 -11.6844 17.9631
H 15.0056 -5.2878 12.6612
H 8.3521 -7.8598 20.5760
C 18.7418 -3.3564 28.4838
H 7.9894 -10.7453 26.4960
C 16.2385 -6.7366 23.4858
F 10.5017 -8.4018 17.6551
S 11.9224 -7.7663 18.0756
C 13.4252 -1.6247 27.9535
H 17.0693 -5.1741 20.6776
H 16.4825 -12.0232 26.3434
C 17.1584 -5.6124 24.0715
O 11.0111 -4.2737 21.4980
C 13.7683 -3.4058 30.6564
H 21.3929 -8.1595 17.3144
C 15.7159 -5.5800 13.4305
O 9.1132 -6.3192 26.8270
C 12.1880 -12.9667 26.5672
H 14.9948 -3.9532 33.2374
H 17.4287 -1.8050 27.6206
H 12.6858 -3.0129 21.7584
H 16.3680 -4.7864 30.6884
H 8.2212 -5.4407 19.4536
H 13.2017 -12.3703 24.7195
O 13.3000 -5.7941 19.9522
H 14.2485 -6.9201 22.6252
H 14.3599 -0.2813 26.6823
C 17.0078 -8.5374 18.1322
H 8.5000 -5.4869 21.7484
C 15.8987 -7.1353 15.4584
N 8.4487 -12.4037 22.4278
H 12.0783 -9.5416 28.2992
H 21.1912 -4.9250 22.7705
O 12.7455 -8.1439 16.9710
H 10.6453 -11.7493 19.9075
H 16.5519 -3.2903 31.6280
S 7.8385 -3.9943 27.9685
H 13.6878 -13.9357 25.3013
H 16.4984 -6.2053 13.0063
H 17.2090 -4.8860 32.1413
H 13.1704 -0.8543 28.6862
H 13.3195 -3.7923 27.6966
C 18.1432 -5.8540 19.0357
C 12.0837 -3.7710 22.2507
C 16.3634 -4.3587 31.6998
H 11.8771 -3.4900 23.2881
H 15.4779 -10.2503 21.7153
N 10.9194 -12.7761 25.7456
H 6.7294 -6.9193 25.4624
H 24.1361 -5.4723 27.3065
O 9.3844 -14.0396 19.2620
H 19.4826 -2.5539 28.4647
F 10.8332 -4.8594 26.2117
H 5.9859 -6.7304 29.4144
S 12.8573 -5.5685 18.6098
C 23.3229 -6.1374 27.0068
C 13.8455 -1.8716 25.4220
H 9.0057 -2.0367 33.2940
H 9.3289 -8.0019 22.1047
H 17.1114 -4.7539 23.4027
H 7.5048 -13.8190 20.0656
H 10.1145 -12.5164 26.3072
H 17.6623 -8.7804 18.9755
H 16.7675 -7.0950 22.6009
H 11.5787 -9.1345 21.9419
C 11.4614 -5.0561 29.6421
C 11.5848 -7.4745 28.9292
H 11.0856 -14.4166 27.7626
H 20.7121 -6.6658 26.3846
C 10.4813 -2.6679 31.8608
S 9.2372 -4.9605 26.3204
H 5.2169 -9.6399 26.7566
C 16.8787 -5.2142 19.5993
C 17.4049 -2.6248 28.3424
C 12.6615 -2.9717 27.9783
N 9.1761 -5.4644 19.8200
H 12.6713 -13.8999 28.4206
H 5.9888 -8.1747 24.5450
H 19.7571 -6.3449 16.7175
H 20.3881 -8.0059 18.5736
H 21.4390 -6.7888 24.7261
O 13.8899 -5.4882 17.6138
C 16.6047 -6.2220 16.4604
H 17.7135 -3.2625 19.2231
H 17.2188 -5.4879 15.9232
C 12.1149 -14.1555 27.5202
C 18.5716 -6.2060 24.1071
H 11.0832 -11.9412 25.1414
O 8.7330 -4.6652 25.0155
H 8.9388 -11.6807 22.9929
P 17.8112 -6.9865 17.5887
C 11.2530 -9.5420 24.0829
H 19.9035 -4.9032 27.7287
H 8.1310 -8.4381 26.7564
H 13.6091 -2.5302 31.2885
O 10.1458 -10.3895 23.9015
H 15.3041 -10.8481 20.1625
H 15.8717 -5.7078 17.0848
H 20.9728 -1.6976 22.5215
C 10.9717 -2.2510 30.4418
N 7.7661 -10.1150 25.7178
H 11.6179 -7.3370 24.4038
H 10.4530 -4.8570 29.2609
C 8.8394 -12.4126 20.9390
H 14.7833 -5.2239 22.7945
H 16.2218 -7.5522 24.2115
H 8.5660 -1.0883 30.7563
H 18.8197 -3.8279 29.4613
H 21.7217 -2.0632 20.1345
H 8.1099 -15.5366 18.4651
H 13.1255 -8.4218 27.5106
C 10.8785 -8.1159 24.5916
H 11.1791 -7.7691 29.8947
H 8.0783 -0.0996 32.2139
C 21.1869 -6.1226 25.5614
H 11.2560 -5.2841 30.6897
H 10.0284 -3.6568 31.7830
C 20.3236 -8.2982 17.5181
C 6.0608 -9.0904 27.1871
C 8.5620 -13.8182 20.3578
H 18.9039 -5.1976 18.6023
H 9.8782 -5.8395 19.1540
C 20.1414 -9.8009 17.2602
H 8.7480 -13.2386 22.9324
H 19.7399 -1.5353 21.3665
H 16.0280 -5.8439 19.3376
H 15.2765 -7.8284 16.0343
H 7.4582 -7.4417 28.7587
H 6.3346 -9.7840 28.0037
C 8.8819 -0.5752 31.6616
H 8.6485 -9.9624 25.1732
H 16.6002 -7.7782 14.9225

## Properties
Total charge: +4
LUMO level (eV): -8.35
2S+1: 1
DFT total energy (Ha): -6972.1649
Maximum force (eV Å⁻¹): 6.7
Gap between HOMO and LUMO (eV): 7.3554


ORCA calculation (ωB97M-V/def2-TZVPD) on C67H59As2BF2NO7P2SSiY as an isolated structure in a non-equilibrium geometry.

Geometry (Å):
H 6.4727 3.0843 2.0864
C -3.4390 -1.1418 3.0504
C 0.6827 -2.4885 -5.0596
H -1.5105 3.5085 -1.1543
C 2.3112 4.8079 0.3865
C 2.7193 -3.2342 4.3688
H -3.3948 5.0562 -0.7556
C 3.0435 -3.2717 5.7209
H 7.8355 -2.9601 -0.1305
C 1.5671 -0.0466 -4.1345
C 5.2081 -1.5984 1.5182
C 1.3130 -6.3417 1.8363
C 0.2200 -0.3847 -3.9759
C 4.8741 1.3058 -0.3039
F 1.5958 2.6903 3.1561
H 0.9223 5.1288 -6.4589
C 3.3093 -0.8934 4.2959
H -0.4836 3.3612 -7.4043
H 3.9642 -0.0402 6.1513
C -4.8541 1.6156 -2.9779
C 4.3780 2.6035 2.0919
C -1.9385 -4.3140 -1.0719
C -0.6562 -1.2862 3.9789
C 1.9179 -5.6311 4.0522
C 1.1186 6.7685 -4.0779
H 0.3350 -3.4618 -5.3882
C 2.7448 6.0892 -1.6034
As -3.0863 -1.7679 -1.8823
C 2.4508 -0.9050 -4.7610
H 3.6609 4.4435 -4.4848
H 1.4289 -4.8395 0.3026
C 6.5085 -1.7699 1.0685
H -0.3017 3.8922 2.9237
B 1.7899 1.9836 1.9656
C 1.8208 5.4124 -3.8798
H 2.7031 -2.8169 -5.7089
O 0.7895 3.1160 -2.3846
H 2.8019 0.8036 -0.2821
H 3.8432 6.1740 -4.1584
C -1.7042 -6.3097 -2.3610
H 2.4017 4.6703 1.4573
H -1.0275 1.8686 3.7788
H 3.0653 5.6306 -5.6562
H 4.1872 3.1136 3.0317
C -2.7169 4.8078 0.0528
O -5.5073 1.0639 -1.8305
P 0.6296 2.4834 0.3923
H 3.4939 -0.6282 -4.8590
C 2.0300 5.1858 -2.3859
H 1.9318 0.8937 -3.7352
C 5.6611 2.5954 1.5575
C 1.4871 4.0847 -1.7372
S -1.7908 -3.4707 0.4891
H 6.0482 -4.5137 -0.8492
H -1.4003 -7.3459 -2.4463
C -0.3141 2.2256 -4.2141
C 3.1847 5.4189 -4.5917
H -1.0736 -6.1043 -0.3014
F 1.3399 0.5946 2.1808
Y -0.4136 -0.5614 0.2818
C 1.5902 3.8904 -0.3549
O -2.1662 -4.4227 1.5031
H -2.1842 5.4226 3.3357
H 0.9616 6.9764 -5.1379
H -2.4114 1.1627 4.6226
H 0.3149 -0.8055 4.1286
H 4.9772 -0.7639 2.1693
H -2.9551 2.2452 -2.0754
C 2.0383 -4.0790 2.2058
C -3.1292 -0.2901 -4.4342
C 5.9099 1.9597 0.3495
H -6.3266 1.1064 -4.5498
C 3.6273 -0.9379 5.6463
H -1.2333 -1.9362 -4.2888
H -5.0553 0.2375 -1.6031
O -3.2203 -1.5778 -3.8496
C -5.3029 0.9245 -4.2366
C -1.6624 3.9378 -0.1703
C -2.5505 0.7502 -3.4959
C -0.7719 3.6008 0.8522
C 1.4234 -1.1947 -1.0119
C 2.8985 5.8997 -0.2408
C -2.2984 -5.6637 -3.4392
C 1.4638 -6.6160 3.1898
H -3.7226 -0.9895 4.0972
C 5.8167 -3.6966 -0.1756
C 3.3176 1.9736 1.4433
C -3.3579 1.5731 -2.8285
H -1.2723 1.4941 -5.9755
C -2.0353 5.0127 2.3435
C -0.2089 -1.6231 -4.4379
H -1.1503 -1.3532 4.9538
C -0.6584 2.2814 -5.5541
H 5.0572 0.7702 -1.2288
H 1.2228 -7.6000 3.5738
H -4.8681 -0.4070 -5.7967
H -3.3801 -2.2170 2.8696
C 0.4843 3.2518 -3.7054
C 2.8785 -2.0430 3.6500
C 3.6013 1.3122 0.2414
P -0.7691 0.8346 -3.0055
C 3.5024 -2.1266 6.3541
H 7.2795 -1.0712 1.3711
H -4.2420 -0.7506 2.4184
H -2.6527 2.0374 3.1034
N 2.1697 -1.9711 -1.4431
C 1.5878 -5.0726 1.3487
C 2.0107 -2.1338 -5.2313
C -2.9049 5.3502 1.3177
C 2.2224 -4.3634 3.5657
C -4.5117 0.1021 -4.9058
H 3.1935 6.9622 -2.0639
C -0.9735 4.1472 2.1153
H -2.4484 -6.2005 -4.3689
C -0.2167 3.3275 -6.3544
H 2.9404 -4.1929 6.2831
C 6.8198 -2.8241 0.2226
C -2.5385 -3.6511 -2.1349
C 4.2004 -2.4809 1.1428
C -2.7093 -4.3438 -3.3312
H 3.7383 -4.1946 -0.0562
H 3.7508 -2.1574 7.4086
O -0.4126 -2.9705 0.6248
H -3.7293 6.0281 1.5053
O -1.5511 -1.0471 -1.7171
H 3.3724 0.0403 3.7485
H -3.1571 -3.8172 -4.1642
O -2.7204 -2.3312 0.3702
C -1.5183 -5.6314 -1.1687
H 6.9063 1.9701 -0.0776
H -5.1880 2.6579 -2.9969
C 4.5184 -3.5229 0.2775
C -1.9820 1.3546 3.6332
C 0.9486 4.3125 -4.4738
H 2.0225 -5.8500 5.1086
H -0.4683 -2.3082 3.6271
C 0.5802 4.3251 -5.8163
As 2.3391 -2.2037 1.7678
H 0.1480 6.7567 -3.5803
H -2.4761 -0.3918 -5.3139
Si -1.7304 -0.3160 2.6901
H 0.9630 -7.1182 1.1660
H 3.4721 6.6132 0.3383
H 1.7135 7.5777 -3.6515

## Properties
Total charge: -2
LUMO level (eV): 3.70
2S+1: 1
ΔE to the lowest compared entry with this formula, charge and spin (kJ/mol): 238.1
DFT total energy (Ha): -9275.1683
Maximum force (eV Å⁻¹): 2.5
Gap between HOMO and LUMO (eV): 6.2087